# 1
DFT (ωB97M-V/def2-TZVPD) results for a structure of composition C30H52Br18NO4.

Positions of all 105 atoms, in Å:
Br 9.591 -5.368 -7.479
Br 4.961 5.913 1.523
Br 1.907 -2.721 -5.702
Br -6.263 -2.084 5.241
Br 1.993 6.836 3.466
Br 6.546 -4.426 -5.611
Br 2.214 -0.507 -2.763
Br -5.952 -0.996 -2.971
Br -0.950 -2.727 -2.912
Br 8.615 -2.613 -2.192
Br -1.143 -1.723 0.619
Br -9.108 4.462 -3.475
Br -6.063 3.485 -5.291
Br -5.154 1.396 -0.285
Br 1.916 -6.944 2.939
Br -6.937 0.153 2.406
Br 6.084 -0.615 -3.932
Br 2.932 -5.485 -0.293
O -0.246 -0.324 1.966
O 2.965 0.978 2.510
O 4.401 2.669 2.654
O -1.437 1.174 0.781
N -3.258 1.690 5.294
C -8.771 4.402 -5.392
C -3.176 0.586 3.241
C -7.902 -1.436 2.983
C -1.981 2.077 5.190
C -1.109 0.502 1.899
C 2.364 -0.094 -4.661
C 0.730 2.746 2.760
C 3.265 2.299 2.714
C -1.212 1.729 4.100
C -3.865 0.965 4.361
C 3.279 0.155 3.649
C 2.257 -0.971 3.742
C 2.162 3.321 2.974
C 0.229 2.182 4.084
C -6.064 1.688 -1.985
C -1.846 0.958 3.119
C 3.790 7.587 3.514
C 4.384 7.664 2.135
C -1.371 -3.513 -0.202
C 9.043 -3.638 -6.777
C -7.968 -1.519 4.484
C 5.929 -1.669 -2.306
C -7.931 3.211 -5.761
C -0.390 -3.694 -1.326
C 1.365 -0.867 -5.479
C 7.164 -1.551 -1.455
C 8.370 -3.768 -5.438
C -6.964 0.536 -2.329
C 1.738 -6.975 0.078
C 0.896 -6.718 1.300
H -4.902 0.673 4.473
H -0.337 -4.737 -1.633
H -8.219 -0.572 4.948
H 0.485 -5.715 1.322
H 1.384 -0.607 4.281
H 1.108 -7.064 -0.805
H -9.753 4.333 -5.855
H 4.370 6.972 4.193
H 1.308 -0.463 -6.487
H 6.985 -1.956 -0.461
H 0.915 1.417 4.447
H 2.325 4.187 2.347
H 2.358 -7.860 0.168
H -2.405 -3.610 -0.523
H 1.981 -1.327 2.755
H -1.577 2.662 6.001
H 8.273 -2.796 -4.965
H 3.689 8.047 1.396
H 2.654 -1.821 4.295
H 8.406 -3.182 -7.527
H 2.172 0.974 -4.733
H 0.089 -7.444 1.363
H 3.311 0.754 4.560
H 0.128 3.573 2.384
H 4.256 -0.317 3.542
H 0.297 2.994 4.812
H -7.554 0.194 -1.485
H -7.934 3.057 -6.838
H -8.310 5.346 -5.663
H -8.900 -1.336 2.563
H -3.778 1.946 6.123
H -5.295 1.864 -2.728
H 3.673 8.582 3.938
H 0.609 -3.345 -1.080
H 8.886 -4.447 -4.767
H 3.392 -0.295 -4.945
H 5.280 8.281 2.143
H -7.625 0.807 -3.148
H 0.830 2.004 1.975
H 5.063 -1.265 -1.785
H 9.962 -3.064 -6.683
H -8.687 -2.275 4.794
H -3.663 0.000 2.476
H -8.252 2.301 -5.267
H 7.527 -0.532 -1.367
H -7.405 -2.286 2.528
H 0.374 -0.877 -5.038
H -6.644 2.598 -1.847
H 5.721 -2.690 -2.612
H -1.690 0.562 0.070
H 2.269 3.556 4.034
H -1.178 -4.218 0.604

Atoms 1-3, force components in eV/Å:
Br -0.1 0.0 0.0
Br -0.1 0.0 0.0
Br 0.0 0.0 0.1

Its HOMO-LUMO gap is 0.2450 Ha. The net charge is +1. The total energy is -47862.024826 hartree. Its energy above the lowest of the compared OMol25 structures with the same formula, charge and spin is 0.0000 eV.

Atom charges from the Löwdin analysis, given in e for atoms 1 to 99: atom 1 (Br): 0.605, atom 2 (Br): 0.660, atom 3 (Br): 0.603, atom 4 (Br): 0.620, atom 5 (Br): 0.638, atom 6 (Br): 0.594, atom 7 (Br): 0.600, atom 8 (Br): 0.616, atom 9 (Br): 0.634, atom 10 (Br): 0.676, atom 11 (Br): 1.050, atom 12 (Br): 0.605, atom 13 (Br): 0.638, atom 14 (Br): 0.579, atom 15 (Br): 0.622, atom 16 (Br): 0.629, atom 17 (Br): 0.647, atom 18 (Br): 0.622, atom 19 (O): -0.167, atom 20 (O): -0.031, atom 21 (O): 0.120, atom 22 (O): 0.081, atom 23 (N): 0.123, atom 24 (C): -0.687, atom 25 (C): 0.053, atom 26 (C): -0.663, atom 27 (C): 0.037, atom 28 (C): -0.624, atom 29 (C): -0.682, atom 30 (C): -0.150, atom 31 (C): -0.472, atom 32 (C): -0.082, atom 33 (C): -0.033, atom 34 (C): -0.214, atom 35 (C): -0.060, atom 36 (C): -0.104, atom 37 (C): -0.109, atom 38 (C): -0.696, atom 39 (C): -0.005, atom 40 (C): -0.674, atom 41 (C): -0.694, atom 42 (C): -0.584, atom 43 (C): -0.695, atom 44 (C): -0.680, atom 45 (C): -0.682, atom 46 (C): -0.686, atom 47 (C): -0.705, atom 48 (C): -0.696, atom 49 (C): -0.676, atom 50 (C): -0.747, atom 51 (C): -0.691, atom 52 (C): -0.688, atom 53 (C): -0.710, atom 54 (H): 0.073, atom 55 (H): 0.053, atom 56 (H): 0.051, atom 57 (H): 0.024, atom 58 (H): 0.054, atom 59 (H): 0.055, atom 60 (H): 0.061, atom 61 (H): 0.054, atom 62 (H): 0.059, atom 63 (H): 0.059, atom 64 (H): 0.115, atom 65 (H): 0.058, atom 66 (H): 0.053, atom 67 (H): 0.053, atom 68 (H): 0.075, atom 69 (H): 0.155, atom 70 (H): -0.023, atom 71 (H): 0.050, atom 72 (H): 0.083, atom 73 (H): 0.050, atom 74 (H): 0.061, atom 75 (H): 0.061, atom 76 (H): 0.126, atom 77 (H): 0.128, atom 78 (H): 0.123, atom 79 (H): 0.122, atom 80 (H): 0.048, atom 81 (H): 0.061, atom 82 (H): 0.053, atom 83 (H): 0.065, atom 84 (H): 0.188, atom 85 (H): 0.021, atom 86 (H): 0.059, atom 87 (H): 0.025, atom 88 (H): 0.037, atom 89 (H): -0.008, atom 90 (H): 0.060, atom 91 (H): 0.045, atom 92 (H): 0.102, atom 93 (H): 0.022, atom 94 (H): 0.058, atom 95 (H): 0.064, atom 96 (H): 0.118, atom 97 (H): 0.040, atom 98 (H): 0.052, atom 99 (H): 0.057

# 2
DFT (ωB97M-V/def2-TZVPD) results for a structure of composition C30H52Br27F10N5O4PS3.

Positions of all 132 atoms, in Å:
Br -5.348 1.898 9.098
Br -1.359 6.195 -1.074
Br 5.760 -9.445 -4.274
Br 4.444 2.058 -5.164
Br -4.041 -5.419 0.361
Br -6.252 -8.582 -5.178
Br -3.832 9.768 -1.508
Br -5.297 6.937 -1.302
Br -2.988 3.950 8.497
Br 6.531 -3.854 -3.707
Br 8.562 -9.532 -2.767
Br -6.951 9.542 -2.077
Br -5.875 4.432 7.244
Br -6.976 -6.558 -2.833
Br 4.067 -5.849 -3.936
Br 4.093 -3.151 -5.633
Br 0.701 6.259 -3.521
Br -8.454 -9.371 -3.016
Br -3.365 -9.529 -7.593
Br -1.009 -6.419 0.109
Br -3.234 -7.556 -1.842
Br 3.289 0.455 -7.665
Br -2.308 7.203 -3.927
Br 7.955 -7.215 -4.858
Br -2.706 -7.594 -5.153
Br -2.876 -6.426 -8.105
Br 1.669 0.531 -4.921
S -3.764 3.144 2.362
S 4.666 -0.128 2.731
S 3.497 -2.930 -1.388
P 2.367 -1.425 -1.707
F -3.222 4.631 2.227
F -2.301 3.850 4.424
F -1.183 2.717 2.919
F -2.837 2.731 1.116
F -4.916 3.482 1.350
F -4.690 3.564 3.554
F -1.724 1.709 5.566
F -3.826 1.523 5.002
F 3.948 1.897 1.388
F -4.289 1.652 2.420
O 5.876 -0.085 1.953
O -0.719 2.050 -2.611
O 4.254 -1.444 3.130
O 1.834 2.253 -0.563
N 2.321 -0.116 -0.378
N -1.243 -1.227 -0.449
N 1.224 1.880 2.084
N -1.336 -2.869 1.175
N -0.011 -3.263 -0.715
C -0.925 -0.074 3.198
C -2.102 1.720 -2.754
C -2.875 -6.879 -0.081
C -0.434 -2.221 0.218
C 5.156 -4.556 -4.849
C -5.467 8.843 -1.079
C -0.836 7.085 -2.706
C -4.590 3.122 7.824
C 1.864 0.603 1.963
C -2.260 0.316 -3.336
C 0.862 -1.692 0.991
C 3.410 0.549 -5.757
C -2.359 2.767 3.595
C 2.171 1.117 -1.245
C 1.312 -0.271 0.759
C 4.933 0.946 4.124
C 0.318 0.246 4.017
C -0.428 2.729 -1.394
C 3.413 0.643 1.616
C -2.273 0.157 3.892
C 2.033 5.494 2.927
C 2.048 4.235 2.040
C 1.030 3.109 -1.389
C 3.629 -0.170 0.331
C -2.423 -7.951 -7.024
C -6.825 -8.407 -3.351
C 1.839 2.951 2.848
C 1.667 -0.057 3.366
C -2.556 1.511 4.494
C 7.210 -8.411 -3.545
H 2.937 6.076 2.795
H 0.286 1.276 4.350
H 4.216 0.732 4.904
H 3.925 -0.340 -5.422
H 1.430 0.892 -2.016
H 4.858 1.968 3.771
H -2.652 -0.355 -2.579
H 1.420 3.143 -2.404
H 1.146 4.107 -0.985
H -4.309 2.547 6.957
H -0.552 8.092 -2.437
H -2.577 1.799 -1.778
H 3.127 1.237 -1.760
H -0.837 -3.444 1.837
H -5.668 9.022 -0.034
H -6.059 -8.849 -2.731
H -1.369 -8.139 -7.158
H -1.053 3.619 -1.332
H -1.943 -2.213 1.639
H -2.890 0.300 -4.213
H 0.693 2.180 1.291
H 1.967 5.214 3.975
H -1.788 -0.682 0.206
H 1.886 -1.118 3.382
H 6.802 -7.800 -2.754
H 1.193 6.141 2.698
H -2.372 -0.557 4.707
H -0.900 -1.130 2.964
H 5.951 0.726 4.416
H -0.459 -4.149 -0.488
H -0.723 -0.556 -1.001
H -1.271 -0.068 -3.576
H -2.567 2.439 -3.425
H 1.308 4.316 1.251
H -0.909 0.502 2.275
H -0.377 -3.037 -1.633
H 2.800 2.662 3.253
H 3.014 4.208 1.543
H 3.868 -1.178 0.670
H 2.399 0.404 4.021
H -3.058 -0.108 3.191
H -3.077 -7.675 0.621
H 5.646 -5.073 -5.662
H 0.457 0.320 0.416
H 4.442 0.166 -0.295
H 2.883 -0.689 -2.768
H -0.661 2.055 -0.560
H 1.031 -1.658 -2.052
H 0.265 -0.342 4.934
H 0.707 -1.899 2.036
H 1.685 -2.353 0.718
H 1.184 3.227 3.676

Atoms 1-3, force components in eV/Å:
Br 0.0 0.0 0.0
Br 0.0 0.2 0.1
Br 0.0 0.0 0.0

Its HOMO-LUMO gap is 0.3312 Ha. The net charge is +1. The total energy is -73781.513934 hartree.

Atom charges from the Löwdin analysis, given in e for atoms 1 to 99: atom 1 (Br): 0.585, atom 2 (Br): 0.610, atom 3 (Br): 0.561, atom 4 (Br): 0.596, atom 5 (Br): 0.586, atom 6 (Br): 0.551, atom 7 (Br): 0.556, atom 8 (Br): 0.544, atom 9 (Br): 0.576, atom 10 (Br): 0.559, atom 11 (Br): 0.592, atom 12 (Br): 0.593, atom 13 (Br): 0.582, atom 14 (Br): 0.549, atom 15 (Br): 0.565, atom 16 (Br): 0.594, atom 17 (Br): 0.607, atom 18 (Br): 0.587, atom 19 (Br): 0.574, atom 20 (Br): 0.648, atom 21 (Br): 0.560, atom 22 (Br): 0.621, atom 23 (Br): 0.581, atom 24 (Br): 0.568, atom 25 (Br): 0.503, atom 26 (Br): 0.580, atom 27 (Br): 0.617, atom 28 (S): 0.768, atom 29 (S): 0.681, atom 30 (S): 0.322, atom 31 (P): 0.497, atom 32 (F): -0.127, atom 33 (F): 0.110, atom 34 (F): 0.102, atom 35 (F): -0.163, atom 36 (F): -0.100, atom 37 (F): -0.108, atom 38 (F): 0.109, atom 39 (F): 0.095, atom 40 (F): 0.031, atom 41 (F): -0.128, atom 42 (O): -0.277, atom 43 (O): -0.187, atom 44 (O): -0.277, atom 45 (O): -0.098, atom 46 (N): -0.232, atom 47 (N): 0.117, atom 48 (N): 0.002, atom 49 (N): 0.082, atom 50 (N): 0.046, atom 51 (C): -0.176, atom 52 (C): -0.234, atom 53 (C): -1.598, atom 54 (C): -0.621, atom 55 (C): -1.629, atom 56 (C): -1.633, atom 57 (C): -1.605, atom 58 (C): -1.659, atom 59 (C): -0.278, atom 60 (C): -0.054, atom 61 (C): -0.066, atom 62 (C): -1.654, atom 63 (C): -0.368, atom 64 (C): -0.240, atom 65 (C): -0.147, atom 66 (C): -0.102, atom 67 (C): -0.156, atom 68 (C): -0.202, atom 69 (C): -0.356, atom 70 (C): -0.061, atom 71 (C): -0.078, atom 72 (C): -0.212, atom 73 (C): -0.142, atom 74 (C): -0.123, atom 75 (C): -1.629, atom 76 (C): -1.654, atom 77 (C): -0.191, atom 78 (C): -0.111, atom 79 (C): -0.437, atom 80 (C): -1.652, atom 81 (H): 0.070, atom 82 (H): 0.093, atom 83 (H): 0.069, atom 84 (H): -0.102, atom 85 (H): 0.073, atom 86 (H): 0.068, atom 87 (H): 0.056, atom 88 (H): 0.125, atom 89 (H): 0.097, atom 90 (H): -0.074, atom 91 (H): -0.026, atom 92 (H): 0.108, atom 93 (H): 0.139, atom 94 (H): 0.086, atom 95 (H): -0.029, atom 96 (H): -0.056, atom 97 (H): -0.031, atom 98 (H): 0.043, atom 99 (H): 0.062